1.
Here is a structure of composition C9H20ClCoIN2OPS from OMol25. Energies are from ωB97M-V/def2-TZVPD.

Results
spin multiplicity	5
LUMO level (alpha / beta)	-9.88 / -9.62	eV
net charge	+2
HOMO-LUMO gap (alpha / beta)	5.3303 / 5.6883	eV

XYZ file:
```
37
Properties=species:S:1:pos:R:3:forces:R:3:mulliken_spin:R:1
C 2.2445 -1.3243 -1.3457 0.856 -1.706 -1.468 0.922
I 4.1256 0.8819 -1.3833 0.874 1.329 0.151 0.894
H 1.7759 -1.7647 -2.2937 0.634 0.518 1.611 0.019
H 2.1876 -1.8512 -0.3905 -0.267 -0.043 -0.500 0.043
H 3.3431 -0.9641 -1.5265 -1.814 -0.856 0.070 0.034
Co -0.9211 -0.1533 0.6982 -2.714 -0.714 -1.247 2.015
P -0.2836 0.1417 -1.5596 -2.322 1.299 -3.017 -0.046
C 0.7855 0.8514 -2.8873 1.837 -0.347 0.806 0.004
C -1.3025 -0.9610 -2.6299 0.152 -1.208 0.707 -0.001
H -2.3568 1.3571 -1.0990 0.497 0.564 -0.479 0.000
H -1.5657 1.7974 -2.6935 -0.025 0.037 0.580 0.002
H -0.8609 2.4301 -1.1553 -0.488 0.060 -0.148 0.001
C -1.4101 1.5971 -1.6178 -0.166 0.018 0.684 0.034
H -2.2530 -1.1813 -2.1161 0.404 0.069 -0.363 -0.002
H -1.4696 -0.4240 -3.5850 0.144 -0.275 0.651 -0.002
H 0.2093 0.8291 -3.8274 0.070 0.088 0.634 0.009
H 1.7007 0.2520 -2.9740 -0.382 0.435 -0.390 -0.013
H -0.7622 -1.9094 -2.8041 -0.384 0.371 -0.127 0.001
H 1.0877 1.8562 -2.5728 -0.104 -0.149 -0.327 0.000
C 0.7996 -0.1192 0.8601 8.441 -1.361 3.771 -0.077
O 1.8926 -0.2965 1.3063 -5.508 1.630 -2.980 -0.012
Cl -3.0242 -0.5065 0.3627 0.544 0.037 0.258 0.063
S -0.6634 -1.2440 2.6374 -0.120 -0.647 -0.582 0.074
C -0.5562 0.3486 3.2694 0.401 1.339 1.036 0.004
N -1.6226 1.1740 3.1930 -0.078 -1.393 -0.077 0.032
C -1.7961 2.0648 4.3276 0.062 1.320 -0.097 0.004
C -0.5122 2.8827 4.5152 -0.513 1.006 -0.366 0.000
C 0.7000 2.0163 4.6127 0.861 -0.974 0.820 0.001
N 0.5518 0.7537 3.8831 -0.766 -0.971 -0.945 0.002
H -2.4787 0.8084 2.7400 0.693 -0.001 0.622 -0.007
H -2.0463 1.4986 5.2197 -0.023 -0.236 0.104 0.002
H -2.6466 2.6890 4.0706 0.060 0.285 0.278 0.000
H -0.5830 3.5127 5.4198 -0.030 -0.273 -0.507 0.000
H -0.3771 3.5426 3.6477 -0.322 0.012 0.250 0.000
H 0.9135 1.7594 5.6576 -0.037 -0.106 -0.183 0.000
H 1.6206 2.4182 4.2143 0.060 0.737 0.001 0.000
H 1.3934 0.2241 3.6247 -0.525 0.108 0.768 0.000
```
Positions in Å, forces in eV/Å.

***

2.
Here is a cluster of 2 separate species, C3H6ClNOSi in total from OMol25. Energies are from ωB97M-V/def2-TZVPD.

Results
spin multiplicity	1
LUMO level	-0.53	eV
net charge	0
HOMO-LUMO gap	8.4761	eV

XYZ file:
```
13
Properties=species:S:1:pos:R:3:forces:R:3:lowdin_charge:R:1
C 0.5893 1.3106 -2.0305 -0.413 0.690 -2.306 -0.642
C 0.5488 0.0864 2.0552 0.479 -1.217 0.544 -0.220
C -1.2539 -0.5218 -0.5966 0.257 1.680 -1.219 -0.241
N 0.0586 1.3886 -3.0881 0.564 -0.402 1.806 0.074
O 1.2040 1.2903 -0.9521 -0.402 -1.911 1.616 -0.112
Si 0.4186 -0.7446 0.3115 -2.419 4.279 -0.463 0.325
Cl 1.4781 -2.2391 -0.3193 1.065 -1.109 -0.258 0.475
H -0.5469 0.0772 2.4923 2.323 0.262 -0.817 0.068
H 1.2737 -0.5406 2.7501 -1.602 1.304 -1.334 0.062
H 1.0090 1.1221 1.9143 -0.939 -1.337 0.217 0.050
H -1.8615 -1.4291 -0.7232 0.274 0.196 0.257 0.016
H -1.8794 0.3078 -0.0679 1.164 -1.489 -0.875 0.070
H -1.0383 -0.1080 -1.7456 -0.350 -0.945 2.832 0.074
```
Positions in Å, forces in eV/Å.

***

3.
Here is a cluster of 2 separate species, C2H5F2P in total from OMol25. Energies are from ωB97M-V/def2-TZVPD.

Results
spin multiplicity	1
LUMO level (alpha / beta)	-1.01 / 0.10	eV
net charge	0
HOMO-LUMO gap (alpha / beta)	7.7540 / 8.8306	eV

XYZ file:
```
10
Properties=species:S:1:pos:R:3:forces:R:3:lowdin_charge:R:1
C 0.7172 -1.6469 0.1374 -0.218 -0.434 -1.245 -0.040
C 0.6334 -0.1605 0.1560 0.207 1.003 -0.430 -0.389
F 1.6023 0.4807 0.8286 -0.222 -0.271 -0.077 0.062
F 0.4996 0.4691 -1.0496 0.176 -0.810 0.700 -0.021
P -2.2060 1.8081 -0.5691 -0.189 0.419 1.482 0.547
H 1.3020 -1.9849 1.0032 -0.390 0.101 -0.192 0.076
H -0.3561 -2.0641 0.1732 1.898 0.330 -0.359 0.107
H 1.3280 -1.9188 -0.8200 -1.358 0.085 1.501 0.119
H -1.2021 2.7850 -0.7140 0.173 0.056 -0.232 -0.251
H -2.3181 2.2322 0.8543 -0.078 -0.479 -1.148 -0.210
```
Positions in Å, forces in eV/Å.

***

4.
Here is an isolated molecule of C2H5N7 from OMol25. Energies are from ωB97M-V/def2-TZVPD.

Results
spin multiplicity	1
LUMO level	0.59	eV
net charge	0
structure (SMILES)	C1CN1N1N=NNN=N1
HOMO-LUMO gap	10.1199	eV

XYZ file:
```
14
Properties=species:S:1:pos:R:3:forces:R:3:lowdin_charge:R:1
C -0.8175 0.5932 -0.6878 -1.244 -1.855 -1.805 -0.189
C -1.1792 -0.1043 0.5633 -3.702 -2.176 1.845 -0.226
N -0.3573 1.0292 0.5847 5.456 -0.145 0.340 0.028
N 1.2155 0.5006 0.6840 -0.995 -0.733 1.853 -0.095
N 2.0657 1.3475 0.1057 -0.292 1.534 -1.081 -0.013
N 3.1939 0.9828 -0.2164 1.849 1.133 -0.816 -0.026
N 3.6325 -0.2812 0.1529 -3.424 -0.905 1.411 -0.027
N 2.5184 -1.1572 -0.1165 1.123 -0.998 0.282 0.005
N 1.4089 -0.7903 0.1896 -1.905 0.133 -0.352 -0.014
H -0.2553 -0.0439 -1.4297 -0.122 1.113 1.126 0.123
H -1.6001 1.1813 -1.1060 -0.130 0.703 -0.467 0.089
H -2.2137 0.0665 1.1064 2.114 -0.086 -1.287 0.142
H -0.8691 -1.1602 0.7590 0.328 1.311 -0.324 0.107
H 4.3330 -0.7511 -0.3827 0.945 0.969 -0.725 0.096
```
Positions in Å, forces in eV/Å.

***

ΔE to the lowest compared entry with this formula, charge and spin (computed, eV): 1.871 1.635 3.439 6.324
Calculated total energy (computed, eV): -93038.415 -27145.497 -16875.050 -12577.882